No. 1
{
  "formula": "C22H34N2O6P2Pd",
  "method": "wB97M-V/def2-TZVPD",
  "species": ["P", "P", "C", "C", "H", "H", "H", "H", "C", "H", "H", "H", "C", "H", "H", "H", "C", "H", "H", "H", "C", "H", "H", "H", "Pd", "C", "C", "C", "C", "C", "C", "C", "C", "C", "H", "H", "H", "H", "H", "H", "H", "H", "H", "H", "H", "H", "H", "H", "H", "O", "C", "O", "C", "C", "C", "C", "C", "C", "N", "O", "O", "N", "O", "O", "H", "H", "H"],
  "positions_angstrom": [[0.58982, -2.43463, -3.54010], [2.57886, -3.14818, -1.16518], [2.04516, -3.54524, -3.91861], [2.56583, -4.26253, -2.67543], [2.82304, -2.91273, -4.37229], [1.69804, -4.26513, -4.67329], [1.94697, -5.13691, -2.42359], [3.60129, -4.60288, -2.81865], [4.16097, -2.28442, -1.56373], [4.48939, -1.72991, -0.67517], [4.03414, -1.58016, -2.39619], [4.91734, -3.03624, -1.82910], [3.22903, -4.39169, 0.01668], [4.18066, -4.79908, -0.35036], [2.50185, -5.20504, 0.13747], [3.38404, -3.90313, 0.98620], [0.28564, -1.82808, -5.23485], [-0.62032, -1.21080, -5.21743], [0.15296, -2.67754, -5.91762], [1.13369, -1.21322, -5.56097], [-0.66770, -3.77983, -3.47351], [-0.54404, -4.40840, -2.58102], [-0.56017, -4.39724, -4.37713], [-1.66661, -3.32380, -3.45389], [-1.01092, 0.75250, 0.73570], [0.51218, -0.79878, 1.40601], [1.24963, 0.21401, 0.82488], [1.79971, 0.25251, -0.55414], [0.91229, 0.88564, -1.65806], [-0.55158, 0.65340, -1.51556], [-1.16082, -0.51348, -1.06208], [-0.42148, -1.77483, -0.74002], [-0.05973, -2.00476, 0.74106], [-2.61444, 1.93794, 0.44994], [0.48925, -0.82055, 2.49764], [1.67314, 0.95894, 1.50400], [2.11734, -0.75467, -0.86265], [2.71957, 0.85555, -0.52597], [1.05963, 1.97726, -1.60722], [1.27142, 0.56490, -2.65110], [-1.20595, 1.42642, -1.92603], [-2.24692, -0.58539, -1.17746], [0.52644, -1.74204, -1.30420], [-1.01369, -2.62644, -1.09627], [-0.98132, -2.28227, 1.27587], [0.62289, -2.86662, 0.80899], [-3.34727, 1.65491, 1.21990], [-2.97983, 1.79002, -0.57421], [-2.26983, 2.96825, 0.63321], [0.61981, 3.05537, 2.33466], [-0.40662, 2.57517, 2.81858], [-0.84350, 1.33451, 2.75118], [-1.35537, 3.48894, 3.58967], [-2.70263, 3.13452, 3.76889], [-3.63587, 4.09576, 4.20428], [-3.22042, 5.36064, 4.63940], [-1.85700, 5.68138, 4.55223], [-0.92767, 4.76164, 4.01297], [-1.42014, 6.99113, 4.95856], [-2.28414, 7.80967, 5.33849], [-0.20087, 7.25808, 4.90933], [-5.03559, 3.80532, 4.02695], [-5.34356, 2.71576, 3.49229], [-5.88396, 4.64027, 4.39137], [-3.03410, 2.12998, 3.52457], [-3.93626, 6.08087, 5.00816], [0.11825, 5.03538, 3.91394]],
  "forces_ev_per_a": [[0.757, -2.660, -2.088], [2.012, -1.590, -1.620], [0.666, 0.450, 0.610], [-0.642, 0.117, 0.023], [-0.152, -0.234, 0.109], [0.005, 0.292, 0.075], [0.164, 0.205, -0.164], [-0.283, 0.005, 0.068], [-0.246, 0.463, 0.294], [0.084, -0.044, -0.284], [0.056, -0.128, 0.216], [-0.209, 0.229, 0.126], [-0.497, 0.231, 0.577], [-0.250, 0.174, 0.045], [0.198, 0.187, 0.049], [0.079, -0.280, -0.100], [-0.153, 1.063, 0.296], [0.161, -0.100, -0.291], [0.025, 0.123, 0.283], [-0.253, -0.107, -0.006], [-0.493, 0.501, 0.756], [-0.047, 0.174, -0.264], [0.005, 0.292, 0.238], [0.122, -0.309, -0.015], [0.701, -0.334, 0.550], [0.926, -0.014, 0.360], [0.171, -0.246, 0.981], [0.646, 0.067, -1.071], [0.449, 0.543, 0.462], [-0.977, -1.617, -0.476], [0.396, 0.692, -1.319], [0.565, -0.087, 0.009], [-0.729, -0.204, -0.485], [-2.713, 2.341, 0.160], [-0.142, 0.159, -0.219], [-0.241, -0.167, -0.085], [-0.172, 0.366, 0.188], [-0.222, -0.247, 0.031], [0.042, -0.337, -0.196], [-0.165, 0.136, 0.238], [0.181, -0.156, 0.172], [0.181, 0.140, 0.224], [-1.006, -0.103, 0.529], [0.186, 0.125, 0.114], [0.342, -0.125, 0.011], [-0.129, 0.189, 0.156], [0.138, -0.086, -0.306], [0.188, -0.086, 0.291], [0.002, -0.312, -0.202], [-1.467, -1.779, 0.364], [1.076, 2.930, 0.773], [0.589, -0.092, 0.362], [-0.988, 0.279, 0.499], [-0.046, 0.414, -0.150], [1.937, 0.158, -0.242], [0.288, -0.370, -0.310], [-0.305, -2.173, -0.713], [-0.240, 0.309, 0.028], [1.065, 3.363, 1.095], [1.488, -1.992, -0.841], [-2.323, -0.980, -0.079], [-3.481, -0.645, 0.070], [0.927, 1.824, 0.857], [2.131, -1.413, -0.621], [-0.169, 0.289, -0.069], [-0.023, 0.064, -0.069], [-0.184, 0.120, -0.005]],
  "e_tot_ha": -2229.1880,
  "charge": 2,
  "lumo_ev": [-6.04, -9.95],
  "spin_multiplicity": 5,
  "gap_ev": [7.373, 5.001],
  "relative_energy_kj_mol": 0.0
}

No. 2
{
  "formula": "C12H15BCl2HfN6O2",
  "method": "wB97M-V/def2-TZVPD",
  "species": ["H", "N", "B", "N", "C", "Hf", "H", "C", "H", "C", "H", "C", "H", "H", "H", "N", "N", "N", "N", "C", "C", "H", "H", "C", "C", "C", "C", "H", "H", "H", "H", "H", "Cl", "C", "Cl", "C", "O", "O", "H"],
  "positions_angstrom": [[0.75448, 3.05551, 1.04394], [0.39176, 1.43932, -0.34782], [0.00150, 0.12996, -2.55584], [0.33611, 1.44960, -1.74696], [0.64101, 2.68160, -2.22357], [0.17541, -0.21152, 1.08042], [0.75597, 2.87233, -3.29991], [0.88866, 3.50581, -1.12316], [1.19329, 4.55646, -1.13505], [0.70873, 2.73331, 0.01168], [0.07333, 0.27698, -3.74212], [-0.97084, -1.88492, 1.98405], [-0.93214, -1.90957, 3.07716], [-0.25153, -2.70649, 1.67448], [-1.94444, -2.20929, 1.62571], [-1.42686, -0.26551, -2.13101], [0.98202, -0.99193, -1.99293], [-1.66207, -0.42575, -0.78924], [1.13247, -1.20700, -0.61717], [-2.57610, -0.42803, -2.79597], [1.80740, -1.80407, -2.69299], [-2.63657, -0.33673, -3.84413], [1.89321, -1.68009, -3.76310], [-3.55256, -0.71646, -1.89229], [2.49711, -2.59623, -1.75533], [-2.99063, -0.72093, -0.65181], [2.04600, -2.22397, -0.50458], [-4.60413, -0.92679, -2.06561], [3.25996, -3.33385, -1.95841], [-3.45789, -0.92975, 0.31818], [2.29088, -2.64049, 0.46483], [-1.49627, -0.65235, 2.21140], [0.00988, 2.87988, 3.77900], [0.62170, 1.46696, 4.71957], [-0.66466, 0.27967, 5.18513], [1.65506, 0.72149, 3.84543], [2.72440, 0.65729, 4.35379], [1.19727, 0.27045, 2.63374], [1.12909, 1.82511, 5.62045]],
  "forces_ev_per_a": [[0.134, -0.217, -0.047], [0.014, 1.463, -0.385], [-0.115, 0.036, 0.838], [0.303, -0.072, 0.102], [0.204, -1.115, 1.005], [1.921, 2.667, -5.899], [-0.296, -0.183, 0.695], [0.124, 0.711, 0.245], [-0.265, -0.562, -0.059], [-0.080, -0.412, -0.946], [0.225, -0.034, 0.277], [-4.314, 0.774, 3.126], [-0.227, -0.952, 0.247], [0.387, 1.777, -0.674], [-0.067, -0.700, 0.220], [0.103, 0.082, 1.266], [0.200, 0.405, 0.176], [0.018, -0.448, 1.565], [0.408, -1.019, -0.565], [0.690, 0.052, 0.407], [-0.394, 0.770, 2.172], [0.072, 0.078, -0.934], [-0.095, -0.259, 0.073], [-2.547, -0.535, -0.078], [0.191, -0.228, -0.180], [1.744, 0.286, 0.419], [-0.315, 0.445, -0.707], [0.352, 0.127, -0.268], [-0.178, 0.031, -0.039], [0.308, 0.207, -0.534], [0.207, 0.102, -0.090], [1.518, -2.955, -0.915], [-0.091, -0.680, 0.443], [-0.608, -0.279, -0.933], [0.334, 0.681, -0.349], [-0.380, 1.331, 2.173], [0.346, -1.012, -1.722], [0.472, -0.238, 0.164], [-0.302, -0.125, -0.290]],
  "e_tot_ha": -1938.0104,
  "charge": 2,
  "lumo_ev": -9.69,
  "gap_ev": 6.005,
  "relative_energy_kj_mol": 0.0
}

No. 3
{
  "formula": "H7N3O",
  "method": "wB97M-V/def2-TZVPD",
  "species": ["N", "N", "H", "H", "H", "H", "N", "O", "H", "H", "H"],
  "positions_angstrom": [[-1.77713, -0.34152, -0.09268], [-3.13003, 0.18450, 0.11142], [-1.25359, 0.12149, 0.65499], [-1.82724, -1.31089, 0.22185], [-3.72334, -0.28703, -0.55959], [-3.09086, 1.11994, -0.26080], [1.85262, 0.40981, -0.12345], [3.12176, -0.21096, -0.10176], [1.16069, -0.29256, 0.14647], [1.87629, 1.16211, 0.57042], [3.26585, -0.59498, 0.77380]],
  "forces_ev_per_a": [[0.119, 0.005, 0.356], [-0.181, -0.101, 0.124], [-0.018, -0.231, -0.227], [0.011, 0.162, -0.038], [0.005, -0.228, -0.100], [0.041, 0.385, -0.075], [-0.239, 0.159, 0.264], [0.360, -0.224, -0.019], [0.115, 0.313, -0.069], [-0.177, -0.307, -0.172], [-0.036, 0.067, -0.043]],
  "e_tot_ha": -243.5803,
  "lumo_ev": 0.80,
  "smiles": "NN.NO",
  "gap_ev": 9.481,
  "relative_energy_kj_mol": 15.8
}

No. 4
{
  "formula": "C28H33F3Ge2MgN2O7S",
  "method": "wB97M-V/def2-TZVPD",
  "species": ["Mg", "N", "C", "C", "O", "N", "C", "C", "O", "O", "H", "H", "H", "H", "H", "H", "F", "C", "F", "F", "S", "O", "O", "O", "C", "C", "O", "C", "C", "C", "C", "C", "C", "H", "H", "H", "H", "H", "H", "H", "H", "C", "Ge", "C", "C", "Ge", "C", "C", "C", "C", "C", "C", "C", "C", "C", "C", "C", "C", "H", "H", "H", "H", "H", "H", "H", "H", "H", "H", "H", "H", "H", "H", "H", "H", "H", "H", "H"],
  "positions_angstrom": [[-1.73345, 1.25127, -0.00081], [-3.63029, 1.62220, -0.92169], [-4.65635, 0.53212, -0.91282], [-4.18376, -0.50922, 0.06703], [-4.83171, -1.59051, 0.14964], [-3.05919, -0.21510, 0.75186], [-2.46895, -1.25528, 1.48237], [-1.25371, -1.69997, 0.61505], [-0.84955, -2.91533, 0.51861], [-0.68998, -0.73653, -0.10087], [-4.10427, 2.36248, -0.36129], [-3.58594, 1.98546, -1.87273], [-4.68288, 0.02784, -1.91723], [-5.69352, 0.82865, -0.67616], [-3.20939, -2.12924, 1.55926], [-2.05588, -0.89219, 2.42919], [-1.42902, 5.91242, -2.42795], [-1.88523, 4.79966, -1.88553], [-2.40019, 5.06462, -0.65947], [-2.84956, 4.22974, -2.68070], [-0.41669, 3.63290, -1.98364], [0.56981, 4.28784, -1.09598], [-0.02038, 3.33965, -3.37066], [-0.94739, 2.31775, -1.41569], [-1.65308, 4.54297, 2.27040], [-0.96262, 3.20893, 2.36802], [-1.46823, 2.20150, 1.79674], [0.29707, 3.17733, 3.07359], [1.10139, 2.03822, 3.28703], [2.35062, 2.16279, 3.79414], [2.87592, 3.38729, 4.18053], [2.06656, 4.49309, 4.09842], [0.81707, 4.42535, 3.53755], [-2.68429, 4.37561, 1.94198], [-1.11126, 5.23153, 1.55831], [-1.62154, 5.09371, 3.22207], [0.72966, 1.00885, 3.11857], [2.99467, 1.25675, 3.81947], [3.87931, 3.43028, 4.59044], [2.29554, 5.46944, 4.51801], [0.21587, 5.33063, 3.44496], [2.84956, 0.83891, -0.62172], [2.02102, -0.45795, -1.94937], [3.37964, -1.72246, -2.61596], [1.03249, 0.26412, -3.44017], [0.77234, -2.12303, -0.77310], [2.09819, -2.79727, 0.56052], [1.69965, -2.74352, 1.91671], [2.27314, -3.50768, 2.89977], [3.42596, -4.28152, 2.52934], [3.93056, -4.22662, 1.24175], [3.24964, -3.53574, 0.23852], [-0.22920, -3.19454, -2.04609], [0.13767, -4.48159, -2.26491], [-0.81732, -5.44605, -2.69228], [-2.14296, -5.01414, -2.88524], [-2.42434, -3.64664, -2.90205], [-1.46402, -2.75194, -2.40281], [2.28007, 1.76888, -0.62550], [3.89858, 0.93302, -0.92699], [2.83940, 0.41694, 0.38658], [2.91154, -2.68030, -2.92021], [4.03281, -1.91977, -1.74665], [3.86218, -1.33651, -3.51465], [1.56191, -0.10044, -4.29580], [0.97419, 1.37605, -3.49836], [-0.00953, -0.12159, -3.59137], [0.85556, -2.10862, 2.21712], [1.90376, -3.39819, 3.95241], [3.89603, -4.91308, 3.24435], [4.88461, -4.64317, 1.01102], [3.60142, -3.55125, -0.77372], [1.14950, -4.81482, -2.07627], [-0.39775, -6.45088, -2.90447], [-2.97890, -5.71729, -3.05967], [-3.36970, -3.29200, -3.27629], [-1.74292, -1.70482, -2.30447]],
  "forces_ev_per_a": [[-0.259, -0.051, 1.604], [-2.384, 1.127, -0.288], [0.752, -0.602, -0.705], [0.122, -2.199, 1.274], [0.445, 1.260, -0.246], [-1.321, 1.493, -1.369], [0.040, -2.174, -0.732], [-0.994, -1.243, 0.433], [-0.178, 3.712, 0.314], [0.556, -2.326, 0.837], [0.984, -0.289, -0.534], [0.115, 0.211, 0.230], [0.015, 0.481, 0.885], [0.549, 0.148, -0.064], [1.310, 0.958, 0.330], [-0.185, -0.241, 0.154], [-0.686, 0.548, -0.073], [0.247, -1.234, -0.477], [0.550, -0.550, -1.522], [0.244, 0.972, 0.807], [2.449, -2.439, 1.587], [-1.927, -0.947, -1.738], [-1.084, 1.651, 1.678], [0.473, 2.061, -0.549], [0.268, 0.625, -0.410], [1.844, 1.248, 1.338], [-0.827, -1.968, -1.737], [-1.309, 0.981, -0.610], [-1.100, -1.250, -0.335], [1.544, -1.024, -0.062], [0.963, -0.402, 0.499], [-0.801, 1.305, 0.245], [-0.218, -0.405, -0.095], [0.176, 0.218, 0.031], [-0.599, -0.683, 0.361], [-0.445, -0.296, -0.165], [0.027, 0.835, -0.299], [-0.491, 0.662, 0.264], [-0.070, 0.118, -0.020], [0.651, -0.145, -0.093], [0.431, -0.331, 0.123], [-0.210, -0.941, -0.840], [-0.049, 0.432, 1.239], [-0.190, -0.368, 0.079], [-1.206, 0.860, -0.502], [0.635, 1.165, -0.360], [-0.611, -1.002, 0.364], [-0.763, 0.433, -0.308], [1.573, -0.380, 0.267], [-1.360, 0.931, 0.185], [-0.554, 0.597, 0.171], [-0.977, 0.646, 0.624], [1.124, 0.569, 1.111], [-0.709, -2.407, -0.807], [0.846, 0.806, 0.080], [0.094, -0.622, -0.574], [0.900, -0.070, 0.604], [-1.971, 0.208, -1.168], [0.332, 0.092, -0.050], [-0.246, 0.473, 0.106], [-0.120, -0.043, -0.137], [0.099, 0.414, 0.208], [0.161, 0.222, -0.876], [0.444, 0.034, 0.296], [0.444, -0.054, -0.805], [0.132, -0.916, 0.161], [0.819, 0.256, 0.571], [0.317, -0.301, -0.280], [0.501, -0.468, -1.129], [0.420, -0.248, 0.584], [0.397, -0.652, -0.092], [0.176, -0.202, -0.241], [0.082, -0.071, 0.119], [-0.958, 0.512, 0.379], [0.764, 0.323, -0.198], [-0.286, 0.054, 0.298], [0.074, -0.097, 0.053]],
  "e_tot_ha": -6774.8419,
  "charge": -1,
  "lumo_ev": [2.34, 2.34],
  "spin_multiplicity": 2,
  "gap_ev": [4.568, 8.134],
  "relative_energy_kj_mol": 62.5
}

No. 5
{
  "formula": "NO5S",
  "method": "wB97M-V/def2-TZVPD",
  "species": ["N", "O", "O", "O", "O", "O", "S"],
  "positions_angstrom": [[-0.84524, 0.17174, 0.81350], [-1.38263, 1.08385, 0.31319], [0.45074, 0.26052, 0.93289], [-1.28989, -0.86937, 1.15334], [2.24678, -0.19412, -0.92670], [-0.08329, -0.73156, -1.28634], [0.90352, 0.27895, -0.99988]],
  "forces_ev_per_a": [[2.805, -1.136, 1.247], [-2.862, 3.037, -1.247], [1.612, 0.661, 0.382], [-2.341, -2.126, 1.014], [1.694, -0.451, 0.135], [-0.158, -0.620, -1.133], [-0.750, 0.634, -0.398]],
  "e_tot_ha": -829.0880,
  "charge": -1,
  "lumo_ev": 4.00,
  "gap_ev": 9.269,
  "relative_energy_kj_mol": 151.4
}

No. 6
{
  "formula": "C2H11N2O2",
  "method": "wB97M-V/def2-TZVPD",
  "species": ["C", "C", "N", "N", "H", "H", "H", "H", "H", "H", "H", "H", "H", "O", "H", "H", "O"],
  "positions_angstrom": [[0.64863, 0.84426, 0.32936], [1.11903, 0.98304, 1.53323], [2.28098, 1.86072, 1.63156], [-0.19644, -0.37390, 0.07602], [0.98291, 1.47164, -0.50639], [0.59437, 0.80517, 2.47672], [2.55635, 1.56988, 2.52904], [2.95530, 1.66196, 0.98415], [-0.31168, -0.86591, 0.91924], [-1.13558, -0.09945, -0.28049], [0.23026, -1.07020, -0.64583], [0.24542, -1.62823, -3.08074], [0.04527, -2.99541, -2.59132], [-0.07439, -2.08806, -2.29108], [-3.72246, -0.25324, 0.21847], [-3.28072, 0.22576, -1.11256], [-2.97026, -0.43612, -0.46378]],
  "forces_ev_per_a": [[-0.893, -1.934, -1.822], [2.186, 3.240, 0.513], [-4.590, -0.871, 2.361], [0.476, 1.271, -3.016], [-0.151, -0.887, 0.124], [0.484, -0.861, -0.298], [1.545, 0.631, 1.429], [1.949, -0.642, -2.018], [-0.326, -0.837, 1.405], [0.051, -0.649, 0.240], [-0.801, 1.233, 1.040], [-0.125, 0.350, 0.194], [-0.167, -0.378, 0.469], [0.399, 0.188, -0.524], [2.076, -0.910, -1.270], [0.454, -0.503, -0.213], [-2.565, 1.559, 1.387]],
  "e_tot_ha": -342.5054,
  "charge": 1,
  "lumo_ev": -3.08,
  "gap_ev": 9.900,
  "relative_energy_kj_mol": 218.1
}